{"formula": "C44H47N4RuSSb2", "method": "wB97M-V/def2-TZVPD", "symbols": ["Ru", "C", "C", "C", "C", "N", "C", "C", "C", "C", "C", "C", "N", "C", "C", "C", "C", "C", "N", "H", "H", "H", "H", "H", "H", "H", "H", "H", "H", "H", "C", "C", "C", "C", "C", "C", "C", "C", "S", "C", "N", "C", "C", "C", "C", "C", "C", "C", "C", "H", "H", "H", "H", "H", "H", "H", "H", "H", "H", "H", "H", "H", "H", "H", "H", "C", "Sb", "C", "C", "C", "C", "C", "C", "C", "C", "C", "Sb", "C", "C", "H", "H", "H", "H", "H", "H", "H", "H", "H", "H", "H", "H", "H", "H", "H", "H", "H", "H", "H", "H"], "xyz": [[-0.0879, 0.3270, -0.0441], [1.7913, -1.5969, 3.6602], [1.2651, -2.9080, 3.6199], [0.4089, -3.2640, 2.6203], [0.0613, -2.3261, 1.6106], [0.6654, -1.1006, 1.6130], [1.4563, -0.7489, 2.6416], [-0.9307, -2.5458, 0.6186], [-1.6941, -3.7341, 0.5206], [-2.7054, -3.8342, -0.3865], [-2.9916, -2.7341, -1.2295], [-2.2230, -1.6062, -1.1299], [-1.1910, -1.5058, -0.2514], [-2.4207, -0.4375, -2.0109], [-3.4916, -0.3042, -2.8919], [-3.5782, 0.8242, -3.6833], [-2.6029, 1.8103, -3.5820], [-1.5804, 1.6203, -2.6793], [-1.4888, 0.5219, -1.9202], [2.4231, -1.2633, 4.4700], [1.5180, -3.6191, 4.3945], [-0.0196, -4.2548, 2.6108], [1.8139, 0.2781, 2.6347], [-1.4833, -4.5601, 1.1833], [-3.2925, -4.7385, -0.4589], [-3.7880, -2.8054, -1.9527], [-4.2553, -1.0641, -2.9512], [-4.4046, 0.9394, -4.3715], [-2.6431, 2.7095, -4.1793], [-0.8041, 2.3647, -2.5420], [4.4715, 4.3680, -4.0468], [2.9516, 4.1517, -4.0040], [2.2517, 5.2814, -4.7766], [2.6285, 2.8379, -4.7096], [2.4691, 4.1831, -2.5534], [2.6532, 5.3812, -1.8338], [2.1244, 5.5848, -0.5815], [1.3904, 4.5514, -0.0097], [0.4998, 4.5583, 1.4777], [-0.0231, 2.9606, 1.1562], [0.4786, 2.4152, 0.0619], [1.2566, 3.3220, -0.6562], [1.8019, 3.1328, -1.9337], [-0.9969, 2.2201, 1.9352], [-1.6518, 2.7500, 3.0427], [-2.6370, 2.0038, 3.6677], [-2.9660, 0.7432, 3.1839], [-2.2996, 0.2049, 2.0885], [-1.3090, 0.9378, 1.4504], [4.8229, 4.3323, -5.0786], [4.9989, 3.5942, -3.4842], [4.7565, 5.3360, -3.6356], [2.5932, 5.2835, -5.8123], [2.4664, 6.2633, -4.3573], [1.1691, 5.1424, -4.7761], [2.9015, 2.9159, -5.7617], [1.5645, 2.5927, -4.6648], [3.2047, 2.0098, -4.2972], [3.1944, 6.1934, -2.2984], [2.2458, 6.5332, -0.0760], [1.6293, 2.1926, -2.4468], [-1.4074, 3.7388, 3.4125], [-3.1549, 2.4064, 4.5270], [-3.7436, 0.1692, 3.6701], [-2.5575, -0.7888, 1.7483], [0.2727, -2.5359, -2.9406], [1.5685, -1.3912, -1.6930], [2.5056, -2.9368, -0.5799], [3.0496, -0.8983, -3.1945], [4.4616, -1.2494, -2.8455], [4.9742, -2.4846, -3.2369], [6.2733, -2.8562, -2.9296], [7.0889, -1.9838, -2.2256], [6.5929, -0.7515, -1.8314], [5.2862, -0.3699, -2.1286], [4.7873, 0.9576, -1.6481], [3.4886, 0.7034, 0.0449], [3.6469, 2.5586, 1.0788], [4.6743, -0.6263, 1.2036], [-0.4152, -3.1146, -2.3291], [0.9151, -3.2055, -3.5125], [-0.2797, -1.8879, -3.6179], [3.4249, -3.2355, -1.0832], [1.8138, -3.7772, -0.5412], [2.7177, -2.6100, 0.4355], [2.9305, 0.1591, -3.4125], [2.7228, -1.4473, -4.0784], [4.3474, -3.1600, -3.8082], [6.6493, -3.8189, -3.2480], [8.1088, -2.2559, -1.9916], [7.2373, -0.0636, -1.2962], [4.2539, 1.5340, -2.4011], [5.6069, 1.5758, -1.2749], [4.5839, 2.5368, 1.6346], [2.8160, 2.7015, 1.7667], [3.6618, 3.3628, 0.3458], [5.5595, -0.0675, 1.5102], [4.9740, -1.4616, 0.5737], [4.1317, -0.9787, 2.0767]], "spin_multiplicity": 6, "total_charge": 2, "homo_lumo_gap_ev": [4.89, 5.32], "homo_ev": [-10.148, -13.220], "s_squared": 8.804, "total_energy_ev": -78828.770}



{"formula": "C44H49AsCsN3O2S4Se", "method": "wB97M-V/def2-TZVPD", "symbols": ["Cs", "O", "S", "C", "C", "C", "C", "S", "O", "C", "C", "C", "C", "C", "C", "C", "C", "C", "C", "C", "C", "H", "H", "H", "H", "H", "H", "H", "H", "H", "H", "H", "H", "H", "H", "H", "H", "H", "H", "S", "C", "N", "C", "C", "N", "C", "C", "C", "C", "C", "C", "C", "C", "S", "C", "C", "C", "C", "C", "C", "C", "H", "H", "H", "H", "H", "H", "H", "H", "H", "H", "H", "H", "H", "H", "H", "H", "H", "H", "C", "As", "C", "C", "C", "C", "C", "C", "C", "C", "H", "H", "H", "H", "H", "H", "H", "H", "H", "H", "H", "H", "H", "Se", "C", "N"], "xyz": [[0.1047, 0.9179, -0.2059], [2.0869, 0.8746, 1.6989], [3.5725, 0.6210, 1.8076], [4.3850, 2.2423, 1.8256], [3.4879, 3.3023, 2.4467], [2.6051, 4.0009, 1.4176], [1.4574, 4.7623, 2.0552], [0.1639, 3.6061, 2.5504], [-0.5625, 3.2465, 1.2872], [-0.8739, 4.7841, 3.3871], [-0.5714, 5.1477, 4.6921], [-1.3825, 6.0671, 5.3407], [-2.4877, 6.5989, 4.6888], [-2.7872, 6.2138, 3.3891], [-1.9781, 5.2976, 2.7287], [3.8386, 0.2283, 3.5335], [2.7593, 0.2670, 4.3996], [2.9566, -0.0543, 5.7383], [4.2172, -0.4160, 6.1892], [5.2895, -0.4666, 5.3051], [5.1019, -0.1503, 3.9693], [4.6464, 2.4635, 0.7856], [5.3143, 2.1034, 2.3780], [4.1267, 4.0451, 2.9335], [2.8766, 2.8549, 3.2363], [2.2135, 3.2887, 0.6914], [3.2075, 4.7030, 0.8348], [0.9681, 5.4440, 1.3548], [1.7601, 5.3148, 2.9486], [0.2854, 4.7154, 5.1969], [-1.1566, 6.3624, 6.3570], [-3.1222, 7.3110, 5.2003], [-3.6533, 6.6254, 2.8877], [-2.1892, 4.9673, 1.7200], [1.7857, 0.5399, 4.0124], [2.1220, -0.0244, 6.4268], [4.3662, -0.6683, 7.2312], [6.2703, -0.7591, 5.6565], [5.9302, -0.2001, 3.2714], [-1.6864, -1.7989, 1.3538], [-1.7568, -3.1716, 0.4392], [-1.5756, -4.4109, 0.9040], [-1.9524, -5.5668, 0.0914], [-3.1839, -5.2032, -0.6994], [-2.8701, -4.0369, -1.5237], [-3.3407, -4.0779, -2.9077], [-2.6528, -5.1616, -3.7019], [-1.2620, -5.1911, -3.7908], [-0.6299, -6.1931, -4.5102], [-1.3786, -7.1739, -5.1510], [-2.7619, -7.1484, -5.0682], [-3.3944, -6.1464, -4.3421], [-2.0579, -3.0836, -1.0562], [-1.3494, -1.9110, -1.9786], [-1.1292, -4.6992, 2.2650], [-2.2404, -5.2577, 3.1195], [-3.4491, -4.5740, 3.2358], [-4.4721, -5.0929, 4.0141], [-4.2985, -6.2976, 4.6865], [-3.0980, -6.9809, 4.5755], [-2.0752, -6.4625, 3.7903], [-2.1668, -6.3961, 0.7639], [-1.1400, -5.8589, -0.5804], [-4.0225, -4.9986, -0.0277], [-3.4586, -6.0212, -1.3635], [-3.1621, -3.0969, -3.3415], [-4.4177, -4.2596, -2.8860], [-0.6804, -4.4158, -3.3049], [0.4502, -6.2048, -4.5799], [-0.8824, -7.9529, -5.7148], [-3.3508, -7.9086, -5.5647], [-4.4768, -6.1288, -4.2761], [-0.7365, -3.7747, 2.6824], [-0.3147, -5.4244, 2.1974], [-3.5762, -3.6273, 2.7230], [-5.4064, -4.5536, 4.1030], [-5.0981, -6.6998, 5.2946], [-2.9565, -7.9203, 5.0940], [-1.1380, -7.0006, 3.7000], [-1.5646, 4.2502, -4.0650], [-0.3226, 3.2987, -2.8798], [0.9428, 4.7688, -2.6431], [0.5845, 2.2174, -4.2767], [1.2400, 2.9942, -5.3778], [0.5481, 3.3217, -6.5420], [1.1523, 4.0643, -7.5482], [2.4665, 4.4887, -7.4068], [3.1696, 4.1587, -6.2541], [2.5622, 3.4206, -5.2502], [-1.0319, 4.7234, -4.8909], [-2.0830, 5.0140, -3.4855], [-2.3059, 3.5572, -4.4632], [1.2025, 5.2227, -3.5983], [1.8437, 4.3995, -2.1563], [0.4629, 5.5112, -2.0026], [-0.1997, 1.5667, -4.6712], [1.3082, 1.6029, -3.7459], [-0.4753, 2.9825, -6.6635], [0.5972, 4.3047, -8.4467], [2.9419, 5.0631, -8.1917], [4.1998, 4.4691, -6.1324], [3.1253, 3.1617, -4.3636], [5.4051, 2.8144, -1.8065], [3.6790, 2.3274, -1.6443], [2.5655, 2.0013, -1.5261]], "spin_multiplicity": 1, "homo_lumo_gap_ev": 6.16, "homo_ev": -6.695, "total_energy_ev": -225062.918}



{"formula": "C44H49BrN5O2S5SiZr", "method": "wB97M-V/def2-TZVPD", "symbols": ["Zr", "O", "C", "C", "C", "N", "C", "Br", "C", "H", "H", "H", "H", "N", "C", "C", "C", "C", "C", "C", "H", "H", "H", "H", "H", "H", "H", "C", "Si", "C", "C", "C", "C", "C", "C", "C", "C", "H", "H", "H", "H", "H", "H", "H", "H", "H", "H", "H", "H", "H", "H", "H", "H", "H", "H", "H", "H", "H", "S", "C", "C", "C", "N", "C", "C", "C", "C", "C", "N", "C", "C", "H", "H", "H", "H", "H", "H", "H", "H", "S", "C", "N", "O", "C", "C", "C", "C", "C", "S", "C", "C", "C", "C", "S", "C", "C", "C", "C", "S", "H", "H", "H", "H", "H", "H", "H", "H", "H"], "xyz": [[0.0919, -1.1915, -0.0433], [-3.3382, -5.0023, -4.0337], [-2.7022, -4.1705, -3.1994], [-3.3435, -3.1673, -2.4757], [-2.5912, -2.3819, -1.6368], [-1.2625, -2.5242, -1.5058], [-0.6884, -3.5129, -2.1881], [1.1359, -3.6842, -1.8054], [-1.3294, -4.3595, -3.0513], [-4.2837, -4.8047, -4.0618], [-4.4126, -3.0124, -2.5416], [-3.0467, -1.6127, -1.0301], [-0.8112, -5.1492, -3.5731], [-1.5595, 0.5714, -1.0930], [-2.9512, 0.9226, -1.0012], [-3.7925, 0.5669, -2.0482], [-5.1398, 0.8976, -2.0043], [-5.6519, 1.6047, -0.9268], [-4.8034, 1.9784, 0.1058], [-3.4606, 1.6339, 0.0766], [-1.2993, 0.5098, -2.0733], [-0.9904, 1.3405, -0.7435], [-3.3876, 0.0488, -2.9112], [-5.7831, 0.6197, -2.8291], [-6.6978, 1.8783, -0.9025], [-5.1884, 2.5353, 0.9497], [-2.8216, 1.9357, 0.8917], [0.6902, -0.6359, -3.7751], [1.4071, 0.2119, -2.2315], [1.0974, 2.1203, -2.6121], [-0.2928, 2.4269, -3.2202], [1.2576, 3.0118, -1.3724], [2.0823, 2.6293, -3.6814], [3.3328, -0.1112, -2.3333], [4.1558, 0.9258, -1.5530], [3.7482, -1.4797, -1.7705], [3.8374, -0.1282, -3.7903], [0.9080, -0.0432, -4.6680], [-0.3958, -0.7711, -3.7320], [1.1264, -1.6244, -3.9302], [-1.0750, 2.5715, -2.4761], [-0.6286, 1.6776, -3.9429], [-0.2442, 3.3735, -3.7661], [0.5084, 2.7941, -0.6041], [1.1313, 4.0673, -1.6416], [2.2384, 2.9139, -0.9058], [1.9722, 2.0963, -4.6281], [3.1267, 2.5773, -3.3876], [1.8586, 3.6823, -3.8847], [4.0048, 0.8460, -0.4757], [3.9636, 1.9585, -1.8350], [5.2210, 0.7361, -1.7270], [3.3645, -1.6811, -0.7681], [4.8414, -1.5218, -1.7118], [3.4463, -2.2890, -2.4357], [3.7479, 0.8194, -4.3098], [3.3297, -0.8839, -4.3907], [4.9028, -0.3890, -3.7856], [1.8590, 4.5287, 3.3574], [1.4929, 3.0250, 2.5405], [2.4414, 2.1354, 2.0487], [2.0166, 0.9993, 1.3961], [0.7261, 0.6918, 1.2199], [-0.1845, 1.5213, 1.7498], [0.1444, 2.6885, 2.3935], [3.6191, 4.5958, 3.2033], [4.2130, 5.0389, 2.0300], [5.5983, 5.0709, 1.9684], [6.3914, 4.7095, 2.9768], [5.8044, 4.2991, 4.0992], [4.4279, 4.2199, 4.2631], [3.5023, 2.3172, 2.1531], [2.7340, 0.2978, 0.9985], [-1.2128, 1.2026, 1.6692], [-0.6417, 3.3263, 2.7765], [3.6132, 5.3507, 1.1850], [6.0927, 5.4081, 1.0653], [6.4631, 4.0128, 4.9100], [4.0002, 3.8731, 5.1938], [3.1930, -2.5218, 3.2836], [2.3055, -2.2592, 2.0157], [1.6233, -2.0559, 1.0538], [-1.4884, -1.2074, 1.1093], [-2.0518, -2.1105, 2.0825], [-3.4476, -1.5921, 2.3808], [-3.9297, -1.0899, 3.5553], [-5.2711, -0.6221, 3.4593], [-5.7803, -0.7682, 2.2067], [-4.6464, -1.4684, 1.1490], [-2.0370, -3.5138, 1.4999], [-0.9050, -4.2110, 1.1789], [-1.1652, -5.4968, 0.6398], [-2.5028, -5.7607, 0.5904], [-3.4293, -4.4693, 1.1975], [-1.2080, -2.0790, 3.3402], [-0.6930, -0.9737, 3.9519], [-0.0299, -1.2680, 5.1726], [-0.0720, -2.5997, 5.4638], [-0.8966, -3.4840, 4.2682], [-3.3581, -1.0828, 4.4708], [-5.8283, -0.2123, 4.2885], [-6.7653, -0.5135, 1.8505], [0.0963, -3.8354, 1.3585], [-0.3986, -6.1906, 0.3268], [-2.9910, -6.6613, 0.2540], [-0.8055, 0.0250, 3.5578], [0.4614, -0.5324, 5.7919], [0.3654, -3.1099, 6.3064]], "spin_multiplicity": 1, "total_charge": 1, "homo_lumo_gap_ev": 6.83, "homo_ev": -9.907, "total_energy_ev": -191343.832}



{"formula": "C44H50AsLiN3OSi", "method": "wB97M-V/def2-TZVPD", "symbols": ["Li", "C", "Si", "C", "C", "N", "C", "C", "C", "C", "C", "C", "O", "C", "C", "C", "C", "C", "C", "H", "H", "H", "H", "H", "H", "H", "H", "H", "H", "H", "H", "H", "H", "H", "H", "H", "H", "C", "C", "C", "C", "C", "C", "As", "N", "C", "C", "C", "C", "C", "C", "C", "C", "C", "C", "C", "C", "C", "C", "C", "C", "C", "C", "H", "H", "H", "H", "H", "H", "H", "H", "H", "H", "H", "H", "H", "H", "H", "H", "H", "H", "H", "H", "H", "H", "H", "H", "H", "H", "H", "C", "C", "C", "N", "C", "C", "H", "H", "H", "H", "H"], "xyz": [[0.6006, -1.0977, 1.1178], [-1.0995, -1.7745, 5.3157], [0.4610, -1.5635, 4.2809], [1.9092, -2.2059, 5.3234], [0.7542, 0.2737, 4.0535], [0.3806, -2.2490, 2.7291], [0.2138, -3.5515, 2.4148], [0.0925, -4.6360, 3.3199], [-0.0075, -5.9537, 2.9003], [0.0067, -6.2795, 1.5506], [0.1020, -5.2455, 0.6208], [0.1703, -3.9380, 1.0462], [0.2874, -2.8703, 0.1478], [-0.3160, -2.9263, -1.0839], [-1.5853, -3.4559, -1.2720], [-2.1499, -3.4221, -2.5385], [-1.4665, -2.8578, -3.6071], [-0.2079, -2.3117, -3.4004], [0.3724, -2.3489, -2.1422], [-0.9888, -1.2984, 6.2947], [-1.3447, -2.8272, 5.4774], [-1.9451, -1.3063, 4.8056], [1.9208, -1.7288, 6.3083], [2.8623, -1.9794, 4.8355], [1.8644, -3.2872, 5.4754], [0.8354, 0.7883, 5.0154], [-0.0631, 0.7339, 3.4899], [1.6842, 0.4445, 3.5017], [0.0846, -4.4169, 4.3812], [-0.0954, -6.7379, 3.6444], [-0.0574, -7.3076, 1.2194], [0.1102, -5.4599, -0.4411], [-2.1172, -3.8813, -0.4316], [-3.1435, -3.8279, -2.6850], [-1.9239, -2.8166, -4.5874], [0.3161, -1.8301, -4.2169], [1.3475, -1.9169, -1.9551], [-2.3541, 0.2343, -6.5548], [-1.7840, 0.5453, -5.1965], [-2.5091, 0.3072, -4.0403], [-1.9908, 0.5453, -2.7688], [-2.8678, 0.2353, -1.5883], [-0.6955, 1.0645, -2.6391], [0.3587, 1.2231, -0.9529], [-0.4944, 0.4189, 0.4123], [-1.5654, 0.8665, 1.1492], [-2.0518, 2.1875, 1.2228], [-3.1406, 2.5199, 2.0188], [-3.8000, 1.5668, 2.7806], [-3.3322, 0.2552, 2.7300], [-2.2507, -0.0869, 1.9418], [0.4003, 3.2082, -0.6668], [-0.3318, 4.1947, -1.3437], [-1.4741, 3.8919, -2.2819], [-0.0511, 5.5425, -1.1080], [0.9110, 5.9529, -0.2023], [1.1831, 7.4124, 0.0480], [1.5999, 4.9703, 0.4958], [1.3636, 3.6195, 0.2765], [2.1315, 2.6184, 1.1031], [0.0449, 1.3202, -3.8054], [1.4485, 1.8871, -3.7793], [-0.5031, 1.0609, -5.0572], [-3.4339, 0.0922, -6.5034], [-1.9184, -0.6818, -6.9630], [-2.1496, 1.0361, -7.2668], [-3.5153, -0.0940, -4.1212], [-3.8528, -0.0910, -1.9251], [-2.9967, 1.1051, -0.9415], [-2.4314, -0.5465, -0.9669], [-1.5636, 2.9697, 0.6608], [-3.4724, 3.5529, 2.0405], [-4.6485, 1.8337, 3.3978], [-3.8219, -0.5174, 3.3138], [-1.8931, -1.1109, 1.9247], [-1.1348, 3.5917, -3.2752], [-2.0997, 4.7791, -2.3894], [-2.0935, 3.0805, -1.9022], [-0.6275, 6.2924, -1.6421], [0.6081, 8.0419, -0.6317], [2.2410, 7.6458, -0.0880], [0.9169, 7.6913, 1.0699], [2.3398, 5.2604, 1.2364], [2.7722, 3.1246, 1.8255], [2.7563, 1.9748, 0.4807], [1.4483, 1.9620, 1.6458], [1.6488, 2.5096, -2.9101], [1.6118, 2.5056, -4.6647], [2.1956, 1.0882, -3.7929], [0.0856, 1.2819, -5.9441], [5.3883, -2.0670, 0.3010], [4.6203, -2.6286, 1.3066], [3.3158, -2.1874, 1.4770], [2.7660, -1.2402, 0.7140], [3.5121, -0.7051, -0.2533], [4.8233, -1.0847, -0.4969], [6.4092, -2.3907, 0.1386], [5.0133, -3.4015, 1.9533], [2.6707, -2.5947, 2.2479], [3.0194, 0.0479, -0.8598], [5.3810, -0.6179, -1.2980]], "spin_multiplicity": 1, "total_charge": -1, "homo_lumo_gap_ev": 6.42, "homo_ev": -3.990, "total_energy_ev": -121884.184}



Sequential ΔE to the lowest compared entry with this formula, charge and spin output: 0.0000, 0.0927, 0.6404, 0.0000 eV
Sequential maximum force output: 0.0111, 0.0158, 0.0085, 0.0023 hartree/bohr